4 unconnected molecules or ions with the total composition C2H11O4, computed with ωB97M-V/def2-TZVPD.

E_tot   -383.78475 hartree
Lowest unoccupied orbital energy   0.1500 Eh
Net charge   -1
Highest occupied orbital energy   -4.480 eV
Gap between HOMO and LUMO   8.5631 eV

XYZ file:
```
17
C2H11O4 ωB97M-V/def2-TZVPD
C 1.542 -0.267 1.190
H 1.080 0.161 2.062
H -0.711 -2.864 -1.505
H 2.614 -0.390 1.202
H -1.310 0.290 0.672
O -1.235 2.230 -1.508
H -1.663 2.379 -0.652
O -2.055 0.303 1.308
H -2.287 -0.633 1.169
H 0.548 1.451 0.388
O 0.151 -2.459 -1.485
H 0.185 -1.439 -1.253
C 0.998 0.536 -0.046
H 1.139 -1.281 1.172
H -0.774 1.362 -1.326
H 1.845 0.700 -0.651
O -0.067 -0.078 -0.735
```

Results of the Löwdin charge analysis, in e, for atoms 1 through 6: -0.096, 0.042, -0.027, 0.045, -0.018, -0.130

A molecular structure, C14H15Cl3N2O3PS, computed with ωB97M-V/def2-TZVPD.

E_tot   -2997.73020 hartree
Lowest unoccupied orbital energy   0.0191 Eh
Net charge   -1
Highest occupied orbital energy   -2.481 eV
Gap between HOMO and LUMO   3.0017 eV

XYZ file:
```
39
C14H15Cl3N2O3PS ωB97M-V/def2-TZVPD
H -5.265 -0.447 -3.094
H 2.000 -2.281 2.058
C 0.131 -2.672 0.850
C 2.096 -0.152 0.263
H 2.376 3.202 1.468
C 1.912 2.226 1.170
H 2.317 -2.735 -0.511
C -0.263 0.791 0.899
Cl -0.878 -1.803 -1.591
Cl 6.282 -0.119 -0.738
S -2.011 2.296 1.698
H 0.725 -3.342 2.893
N -0.514 2.992 1.737
C 2.764 1.137 0.688
H -3.016 0.377 -2.264
C 4.301 1.432 0.671
C -5.703 -0.187 -2.117
N -1.623 0.784 1.091
H 4.459 2.520 0.933
C 0.893 -2.459 2.212
C -3.480 0.627 -1.297
C 0.437 2.092 1.289
P 3.125 -1.553 -0.398
H -4.970 1.813 -2.255
C -4.958 1.007 -1.486
O 4.763 1.879 -1.656
H -3.358 -0.241 -0.643
H 4.804 0.852 1.496
C 5.014 1.208 -0.714
H -5.652 -1.082 -1.488
H -2.906 1.446 -0.868
Cl -0.524 -4.306 0.509
C -0.012 -1.638 -0.039
O -5.491 1.246 -0.271
H 0.508 -1.525 2.720
C 0.638 -0.278 0.386
H -6.758 0.048 -2.286
O 3.638 -1.279 -1.801
H 4.199 -1.878 0.488
```

Results of the Löwdin charge analysis, in e, for atoms 1 through 6: 0.045, 0.059, -0.706, -0.195, 0.115, 0.038

A molecular structure, C9H16Cl2N2O2PRu, computed with ωB97M-V/def2-TZVPD.

E_tot   -1967.96710 hartree
Lowest unoccupied orbital energy (spin up / spin down)   -0.3985 / -0.5678 Eh
Net charge   +3
<S²>   6.03
Highest occupied orbital energy (spin up / spin down)   -19.125 / -18.928 eV
Gap between HOMO and LUMO (spin up / spin down)   8.2802 / 3.4785 eV
Spin multiplicity   5

XYZ file:
```
33
C9H16Cl2N2O2PRu ωB97M-V/def2-TZVPD
N -3.858 1.171 0.981
C 0.856 -3.273 -0.091
H -2.472 -0.187 1.991
C 2.789 -1.445 -1.319
H 3.347 1.672 -5.664
N -1.852 0.808 0.185
C -3.735 1.939 -0.176
H 3.532 3.266 -4.901
C -2.689 0.488 1.167
H -4.504 2.577 -0.566
H 3.140 -0.776 1.694
H 2.226 -1.390 -2.261
H 0.236 -3.450 0.798
C -2.481 1.700 -0.677
O 0.655 1.062 2.549
P 1.599 -1.613 0.040
H -4.665 1.091 1.593
Ru 0.042 -0.125 -0.146
H 3.322 -2.546 1.488
H -1.954 2.065 -1.546
H 1.635 -4.043 -0.149
C 0.452 0.579 1.497
H 3.485 -2.294 -1.328
Cl 0.676 0.985 -4.744
C 1.873 2.163 -4.186
C 2.600 -1.722 1.555
O 1.871 2.550 -3.040
Cl -0.622 -1.059 -2.189
H 1.938 -1.891 2.415
C 2.806 2.552 -5.291
H 0.224 -3.296 -0.987
H 2.256 3.028 -6.114
H 3.345 -0.510 -1.169
```

Results of the Löwdin charge analysis, in e, for atoms 1 through 6: 0.140, -0.209, 0.156, -0.216, 0.138, -0.154

A molecular structure, C14H20Br21NO4S, computed with ωB97M-V/def2-TZVPD.

E_tot   -55353.42172 hartree
Lowest unoccupied orbital energy   -0.0211 Eh
Net charge   0
Highest occupied orbital energy   -8.814 eV
Gap between HOMO and LUMO   8.2410 eV

XYZ file:
```
61
C14H20Br21NO4S ωB97M-V/def2-TZVPD
S 2.284 -3.763 0.687
H -1.401 -2.928 1.534
H -6.808 4.292 -5.939
H 9.915 0.580 1.510
H -3.064 -2.295 4.944
Br 7.607 0.328 0.670
O 2.567 -4.750 1.689
Br -4.572 -2.198 2.994
C 6.365 -3.932 3.076
Br -6.621 6.973 1.195
H -1.720 -1.293 1.477
Br 10.031 2.058 -0.467
C 1.399 -0.234 0.946
Br -2.996 1.459 -1.700
H 1.055 -0.814 -1.827
Br -5.262 -0.773 -1.345
H 6.332 -3.299 3.952
Br -4.846 1.453 0.894
C 0.627 -1.535 -1.124
H -2.741 -2.038 -0.821
C 2.996 -1.641 -0.279
H -8.265 5.239 0.570
H 0.596 -2.507 -1.618
Br 4.480 1.841 -2.108
Br 4.598 -3.926 2.276
C -3.687 -1.506 4.550
H -0.903 -0.157 -0.323
C -7.006 4.445 -4.888
C -1.757 -2.193 -0.365
O 1.260 -2.601 1.064
H -1.203 -0.832 -1.900
Br -7.042 4.026 2.340
Br -2.521 -0.031 4.108
H 2.979 3.747 -2.589
O 3.595 -2.769 0.486
Br -6.326 4.466 -0.752
Br 1.357 1.887 -2.744
H 1.644 1.817 1.079
Br 3.435 2.989 -4.895
Br 10.290 -1.113 -0.249
C -4.739 1.043 -0.979
H -1.393 -3.151 -0.748
Br -8.832 3.924 -4.568
C 1.504 -1.516 0.121
C 3.055 2.761 -3.024
C 9.519 0.479 0.509
C -7.212 5.182 0.806
H 3.624 -0.815 0.038
Br -6.720 6.312 -4.518
N -1.936 -2.199 1.086
H -5.450 1.682 -1.486
H 1.289 1.177 -0.655
Br 7.678 -3.162 1.876
Br -4.936 -1.026 5.937
C 1.426 0.985 0.416
H 3.133 -1.959 -1.314
H 1.263 -0.370 2.016
O 1.770 -4.381 -0.486
Br 6.889 -5.691 3.676
Br -5.770 3.333 -3.913
C -0.835 -1.082 -0.897
```

Results of the Löwdin charge analysis, in e, for atoms 1 through 6: 0.576, 0.063, -0.030, -0.028, -0.030, 0.530

A molecular structure, C13H13BF10NO7Pb, computed with ωB97M-V/def2-TZVPD.

E_tot   -2300.44487 hartree
Lowest unoccupied orbital energy   -0.2876 Eh
Net charge   +1
Highest occupied orbital energy   -11.306 eV
Gap between HOMO and LUMO   3.4789 eV

XYZ file:
```
46
C13H13BF10NO7Pb ωB97M-V/def2-TZVPD
H -0.809 0.554 -0.743
N 1.933 -1.549 -1.604
O 1.119 0.669 3.829
H 0.437 -2.308 3.331
F 1.046 -3.938 -1.475
Pb -0.965 1.617 2.786
O 1.200 -0.145 0.944
F 3.552 -0.152 -2.991
O -0.011 2.525 -0.254
O 1.563 -0.979 -3.869
B 1.423 -1.534 1.402
F -3.100 3.147 -0.254
C -3.480 0.923 -1.327
H -1.317 1.325 0.847
H 3.987 -1.077 -0.707
H -6.018 -0.928 0.475
C 1.463 -1.892 3.005
F -4.176 -1.909 0.397
H 2.228 -2.735 3.206
C 1.057 2.148 -1.164
C 2.320 -0.884 -2.882
C 1.771 -0.648 3.968
H 3.243 1.736 -1.277
O 2.560 -2.004 0.551
F -5.457 -1.287 -1.527
F -4.367 1.489 -2.316
C 2.433 1.731 -0.448
H 1.601 1.156 3.111
H 3.165 0.463 1.145
F -3.618 0.451 1.185
F -2.847 -0.191 -1.982
C -4.364 0.486 -0.060
H 0.734 1.356 -1.950
H 2.732 2.590 0.265
F -5.407 1.449 0.149
C 2.847 -1.029 -0.514
C -1.090 1.577 -0.270
H 0.520 -2.194 0.951
C -5.079 -0.955 -0.202
C 2.112 -3.017 -1.766
O 2.576 -0.777 4.930
F -1.987 2.755 -2.216
C 2.408 0.306 0.283
C -2.421 2.115 -0.997
H 1.296 3.094 -1.792
O 3.184 -3.528 -2.173
```

Results of the Löwdin charge analysis, in e, for atoms 1 through 6: 0.177, 0.118, -0.205, 0.126, 0.067, 1.875

3 unconnected molecules or ions with the total composition C14H19N2O4S, computed with ωB97M-V/def2-TZVPD.

E_tot   -1353.55685 hartree
Lowest unoccupied orbital energy   0.0739 Eh
Net charge   -1
Highest occupied orbital energy   -4.427 eV
Gap between HOMO and LUMO   6.4389 eV

XYZ file:
```
40
C14H19N2O4S ωB97M-V/def2-TZVPD
C -0.124 -1.578 -1.415
C 2.119 -6.404 -1.650
C -0.627 4.306 1.685
O -2.869 5.130 -2.471
C 0.109 -0.341 -0.835
C 2.571 -4.428 -0.610
C -2.373 5.394 0.200
C -0.425 -1.109 1.240
O -1.688 2.597 3.193
H -2.334 3.302 3.050
C 3.939 -4.631 -0.702
H 4.632 -3.897 -0.312
H -2.916 5.526 1.165
C -0.525 -2.619 -0.594
C -0.680 -2.386 0.762
C -1.386 4.180 0.289
H 1.358 -7.084 -2.017
H -1.870 3.189 0.164
H -0.591 4.366 -0.474
H -1.195 5.011 2.349
H 2.170 -3.534 -0.146
H -0.716 -3.602 -1.007
S -3.559 5.316 -1.178
H 0.332 2.990 3.189
O -4.641 4.266 -0.910
H 0.428 0.505 -1.436
H -0.535 -0.876 2.294
H -1.756 6.313 0.047
O -4.214 6.650 -1.183
H -0.992 -3.174 1.434
H 3.780 -7.623 -2.263
C 3.465 -6.703 -1.788
N -0.034 -0.091 0.469
H 5.453 -5.990 -1.393
C -0.513 2.949 2.450
H -0.244 2.157 1.698
N 1.658 -5.291 -1.073
H 0.007 -1.723 -2.479
C 4.391 -5.794 -1.303
H 0.398 4.729 1.560
```

Results of the Löwdin charge analysis, in e, for atoms 1 through 6: -0.076, -0.157, -0.194, -0.411, -0.144, -0.142

2 unconnected molecules or ions with the total composition C7H9ClS, computed with ωB97M-V/def2-TZVPD.

E_tot   -1130.35525 hartree
Lowest unoccupied orbital energy   -0.0245 Eh
Net charge   0
Highest occupied orbital energy   -7.978 eV
Gap between HOMO and LUMO   7.3099 eV

XYZ file:
```
18
C7H9ClS ωB97M-V/def2-TZVPD
H 0.809 2.672 -1.353
H -1.112 3.804 -0.549
H -0.164 -0.588 0.944
H 0.077 -2.685 -1.270
C -0.662 3.127 0.080
C 0.454 2.553 -0.418
H -2.022 -3.347 -0.200
H -1.680 -2.303 1.133
C -0.292 -2.250 -0.325
C 0.090 -1.023 -0.035
H -0.840 2.974 1.165
S 1.706 -0.352 -2.119
H 0.623 1.283 1.383
C 1.028 -0.200 -0.708
H -0.906 -3.982 0.969
C -1.251 -3.033 0.409
C 1.200 1.573 0.420
Cl 2.943 1.777 0.476
```

Results of the Löwdin charge analysis, in e, for atoms 1 through 6: 0.052, 0.025, 0.101, 0.115, 0.033, -0.250

A molecular structure, C32H38Cl2HfN6O8P2, computed with ωB97M-V/def2-TZVPD.

E_tot   -3823.24577 hartree
Lowest unoccupied orbital energy   -0.2366 Eh
Net charge   +2
Highest occupied orbital energy   -14.194 eV
Gap between HOMO and LUMO   7.7565 eV

XYZ file:
```
89
C32H38Cl2HfN6O8P2 ωB97M-V/def2-TZVPD
H -2.104 1.458 -3.971
C -3.833 -0.367 -0.534
H 4.009 -0.610 1.835
H 3.099 -2.031 1.303
O -4.053 1.255 1.178
C 0.211 0.456 -4.637
C -2.064 0.437 -3.601
C 4.446 1.224 -3.996
N 3.816 0.211 -0.520
N -1.090 -0.016 8.021
C 6.525 0.676 -2.883
H 0.783 1.123 3.731
H -2.379 1.272 2.549
H 3.729 2.298 0.797
H 6.361 1.359 -4.911
C 3.041 -1.111 1.885
C -3.653 -2.538 -1.594
H 1.362 2.967 0.470
O -2.005 -1.799 -0.039
C -1.454 0.821 7.037
C 2.051 1.665 2.042
C -1.459 0.255 5.632
C 1.014 2.617 1.440
C 5.811 1.111 -4.017
C -0.650 -1.159 3.877
H 2.499 0.769 3.974
N -6.718 -0.818 -2.859
H -0.111 2.948 -1.025
C -3.321 0.663 0.429
C -3.118 -1.575 -0.704
C 0.634 -3.839 0.134
P 1.785 0.004 1.162
H -5.214 -3.013 -3.001
C 5.880 0.361 -1.718
H -1.017 -1.964 -4.329
C 3.748 0.885 -2.822
P -0.065 0.607 -1.752
H -0.075 -2.024 3.581
H -1.046 0.356 8.956
H 1.542 -4.383 0.400
H -1.464 2.546 -2.077
N 2.406 0.922 -2.783
H -2.620 1.895 4.904
C -0.613 -0.038 -3.459
H -0.226 0.057 -5.549
C 1.794 1.471 3.536
C 3.455 2.226 1.845
Cl 1.035 -2.394 -0.787
H 0.165 2.788 -2.775
C -2.062 1.013 4.631
H 0.894 3.489 2.079
O -1.872 -3.923 -1.286
N -2.970 -3.789 -1.809
H -1.027 -1.012 7.915
O -3.499 -4.613 -2.501
C 1.778 0.618 -1.679
O -2.015 0.883 0.392
H 0.468 -1.914 -3.399
H 1.917 2.423 4.047
H 0.029 2.139 1.329
C -0.765 -0.881 5.225
H 4.200 1.625 2.356
N -1.187 -0.405 2.899
H -2.592 -0.190 -4.317
H 7.600 0.603 -2.941
H 3.492 3.226 2.269
H 1.237 0.109 -4.577
O -7.263 0.229 -2.628
Hf -0.763 -0.538 0.611
C -0.561 -1.563 -3.427
C -4.828 -2.290 -2.292
C -5.018 -0.138 -1.211
Cl -0.173 -3.231 1.577
H 6.413 0.045 -0.835
H -0.073 -4.445 -0.440
H -1.102 -1.961 -2.571
C 2.509 0.299 -0.502
C -0.396 2.403 -1.921
H 2.789 -1.347 2.919
C -1.910 0.658 3.306
H -0.286 -1.539 5.931
H -5.562 0.787 -1.067
H 0.206 1.537 -4.719
C 4.478 0.469 -1.658
O -7.050 -1.651 -3.660
O -1.680 1.997 7.187
C -5.497 -1.096 -2.097
H 3.892 1.562 -4.857
H -2.600 0.387 -2.651
```

Results of the Löwdin charge analysis, in e, for atoms 1 through 6: 0.091, -0.059, 0.053, 0.037, 0.165, -0.076

A single C5H8O3 molecule, computed with ωB97M-V/def2-TZVPD.

E_tot   -420.97609 hartree
Lowest unoccupied orbital energy   0.0109 Eh
Net charge   0
Highest occupied orbital energy   -9.719 eV
Gap between HOMO and LUMO   10.0173 eV
SMILES   CC(C)(O)C(=O)C=O

XYZ file:
```
16
C5H8O3 ωB97M-V/def2-TZVPD
H -0.688 0.714 -1.474
H -1.246 1.852 -0.138
H -0.605 -0.637 2.200
H 1.294 0.640 1.662
H 0.399 2.108 0.912
H 1.736 1.195 0.117
O 0.395 -2.299 0.648
C -1.199 0.755 -0.532
O 1.728 -1.256 -2.057
C 0.668 -1.496 -1.521
H -0.248 -1.756 -2.109
C -0.236 0.151 0.440
C 0.303 -1.331 -0.091
C 0.929 1.083 0.803
H -2.172 0.321 -0.474
O -1.059 -0.046 1.615
```

Results of the Löwdin charge analysis, in e, for atoms 1 through 6: 0.078, 0.123, 0.077, 0.062, 0.123, 0.079

A molecular structure, C3H2FO2Tl, computed with ωB97M-V/def2-TZVPD.

E_tot   -538.00301 hartree
Lowest unoccupied orbital energy (spin up / spin down)   -0.1721 / -0.2284 Eh
Net charge   +1
<S²>   0.76
Highest occupied orbital energy (spin up / spin down)   -14.095 / -15.554 eV
Gap between HOMO and LUMO (spin up / spin down)   9.4116 / 9.3398 eV
Spin multiplicity   2

XYZ file:
```
9
C3H2FO2Tl ωB97M-V/def2-TZVPD
H 0.320 -1.372 -1.675
C 0.617 -0.845 0.477
C -0.111 -0.987 -0.749
Tl -0.759 1.834 2.328
C -0.242 1.969 -0.189
F -1.427 -1.057 -0.670
O 0.292 0.080 1.267
O -0.339 1.604 -1.286
H 1.649 -1.226 0.498
```

Results of the Löwdin charge analysis, in e, for atoms 1 through 6: 0.150, -0.149, -0.031, 1.038, -0.052, 0.112

A gas-phase ion, C6H5O5 (charge +1), computed with ωB97M-V/def2-TZVPD.

E_tot   -607.38232 hartree
Lowest unoccupied orbital energy (spin up / spin down)   -0.2793 / -0.2871 Eh
Net charge   +1
Highest occupied orbital energy (spin up / spin down)   -14.577 / -13.818 eV
Gap between HOMO and LUMO (spin up / spin down)   6.9759 / 6.0054 eV

XYZ file:
```
16
C6H5O5 ωB97M-V/def2-TZVPD
C 1.031 -1.719 -0.187
C -0.015 0.881 -0.072
H -2.368 -0.280 1.101
H 1.484 -2.744 0.027
C -0.834 -0.331 -0.014
C 1.513 0.714 -0.202
O -3.000 0.771 -0.331
O -0.491 1.976 0.163
C 2.053 -0.648 -0.069
C -2.279 -0.281 0.073
O 2.178 1.776 -0.163
O 3.290 -0.783 0.101
H -2.735 -1.224 -0.213
H -2.734 1.630 0.083
O -0.272 -1.497 -0.227
H 3.177 1.759 -0.071
```

Results of the Löwdin charge analysis, in e, for atoms 1 through 6: 0.120, -0.215, 0.144, 0.196, -0.066, -0.047

2 unconnected molecules or ions with the total composition C5H6BrNO2, computed with ωB97M-V/def2-TZVPD.

E_tot   -2973.23496 hartree
Lowest unoccupied orbital energy   0.0237 Eh
Net charge   0
Highest occupied orbital energy   -8.500 eV
Gap between HOMO and LUMO   9.1442 eV

XYZ file:
```
15
C5H6BrNO2 ωB97M-V/def2-TZVPD
H 0.009 -2.026 -0.925
Br 4.205 -0.233 -0.412
C 2.423 -0.349 0.237
H -0.836 2.840 1.345
C 1.399 1.618 0.002
N 2.025 -1.107 1.432
C -0.727 2.528 0.307
H -1.686 2.200 -0.092
C 1.609 -1.516 0.300
O 0.164 1.388 0.264
H -0.315 3.339 -0.293
C 0.853 -2.512 -0.436
H 1.491 -2.936 -1.212
O 2.052 2.558 -0.306
H 0.494 -3.298 0.226
```

Results of the Löwdin charge analysis, in e, for atoms 1 through 6: 0.093, 0.670, -0.696, 0.099, -0.380, 0.180